1.
{"formula": "C17H26ClCsN6O2S", "method": "wB97M-V/def2-TZVPD", "homo_energy_ev": -6.84, "fmax_ev_per_a": 2.1, "gap_ha": 0.2486, "e_lumo_ev": -0.07, "symbols": ["Cs", "Cl", "C", "C", "C", "C", "O", "C", "C", "O", "C", "H", "H", "H", "H", "C", "C", "N", "C", "S", "N", "C", "C", "H", "H", "H", "H", "H", "H", "H", "H", "H", "H", "H", "H", "C", "C", "C", "C", "N", "C", "N", "N", "N", "H", "H", "H", "H", "H", "H", "H", "H", "H", "H"], "xyz": [[-1.66, 0.31, 1.35], [-4.39, -5.21, 6.31], [-3.56, -3.94, 5.45], [-2.85, -2.97, 6.16], [-2.19, -1.98, 5.49], [-2.20, -1.87, 4.06], [-1.60, -0.93, 3.47], [-2.95, -2.88, 3.36], [-3.07, -2.93, 1.93], [-2.62, -2.14, 1.10], [-3.61, -3.90, 4.08], [-2.82, -3.01, 7.25], [-1.64, -1.22, 6.04], [-3.65, -3.80, 1.57], [-4.17, -4.65, 3.54], [-3.42, 2.48, -4.84], [-3.12, 1.35, -3.85], [-3.26, 1.75, -2.46], [-2.41, 2.54, -1.77], [-2.87, 3.08, -0.25], [-1.24, 2.86, -2.34], [-0.18, 3.66, -1.74], [0.17, 4.83, -2.64], [-3.29, 2.13, -5.86], [-2.76, 3.34, -4.68], [-4.45, 2.82, -4.71], [-2.11, 0.96, -4.02], [-3.80, 0.52, -4.02], [-4.14, 1.61, -2.01], [-1.04, 2.48, -3.26], [0.69, 3.03, -1.55], [-0.56, 4.01, -0.78], [0.50, 4.48, -3.62], [0.98, 5.41, -2.20], [-0.69, 5.49, -2.78], [5.82, -0.11, 0.55], [5.33, -1.42, -0.06], [4.63, -2.29, 0.99], [4.42, -1.18, -1.28], [3.21, -0.46, -0.95], [2.01, -0.92, -0.52], [1.24, 0.12, -0.29], [1.97, 1.20, -0.57], [3.14, 0.88, -0.96], [6.52, -0.32, 1.35], [5.00, 0.47, 0.96], [6.32, 0.50, -0.20], [6.19, -1.98, -0.44], [3.78, -1.77, 1.43], [5.32, -2.53, 1.80], [4.27, -3.23, 0.56], [4.13, -2.13, -1.72], [4.94, -0.59, -2.03], [1.74, -1.95, -0.40]]}

2.
{"formula": "C23H35BBrN2O7", "method": "wB97M-V/def2-TZVPD", "homo_energy_ev": -11.39, "total_charge": 1, "fmax_ev_per_a": 1.9, "gap_ha": 0.2813, "e_lumo_ev": -3.73, "symbols": ["C", "C", "C", "O", "O", "C", "C", "C", "C", "C", "C", "C", "N", "C", "C", "C", "Br", "C", "N", "C", "C", "C", "O", "B", "O", "O", "H", "H", "H", "H", "H", "H", "H", "H", "H", "H", "H", "H", "H", "H", "H", "H", "H", "H", "H", "H", "H", "H", "H", "C", "C", "O", "C", "H", "H", "H", "H", "H", "H", "C", "C", "O", "C", "H", "H", "H", "H", "H", "H"], "xyz": [[8.56, -0.29, 0.13], [8.69, -0.81, -1.35], [7.89, 0.07, -2.34], [8.42, 1.08, -2.72], [6.61, -0.18, -2.78], [6.15, -1.52, -2.59], [5.47, -1.80, -1.21], [4.20, -0.99, -0.95], [2.99, -1.72, -0.86], [1.79, -1.02, -0.59], [0.55, -1.78, -0.45], [-0.60, -1.10, -0.19], [-0.63, 0.29, -0.10], [-1.95, 0.91, 0.15], [-2.19, 1.38, 1.62], [-1.13, 0.89, 2.64], [-2.40, 3.35, 1.65], [0.46, 1.05, -0.21], [0.46, 2.43, -0.12], [1.73, 0.39, -0.44], [2.94, 1.13, -0.54], [4.13, 0.43, -0.77], [5.28, 1.19, -0.80], [5.67, 1.55, 0.51], [5.97, 2.89, 0.75], [5.74, 0.55, 1.45], [7.77, -0.80, 0.70], [9.51, -0.49, 0.67], [8.39, 0.80, 0.10], [8.50, -1.90, -1.43], [9.75, -0.67, -1.61], [6.95, -2.24, -2.84], [5.36, -1.69, -3.35], [5.20, -2.87, -1.22], [6.16, -1.67, -0.35], [3.04, -2.81, -0.98], [0.58, -2.87, -0.53], [-1.54, -1.65, -0.05], [-2.12, 1.73, -0.58], [-2.72, 0.15, -0.09], [-3.16, 0.97, 1.93], [-1.36, 1.38, 3.60], [-1.28, -0.19, 2.82], [-0.09, 1.15, 2.39], [1.00, 2.79, -0.91], [-0.47, 2.84, -0.21], [3.01, 2.22, -0.43], [5.16, 3.29, 1.10], [6.09, 0.96, 2.25], [-7.85, 1.06, 1.60], [-6.44, 1.52, 1.35], [-5.48, 0.87, 1.74], [-6.25, 2.81, 0.60], [-7.83, 0.12, 2.15], [-8.38, 1.80, 2.19], [-8.36, 0.90, 0.65], [-6.71, 3.63, 1.15], [-6.69, 2.73, -0.39], [-5.19, 3.01, 0.51], [-9.70, -2.55, -1.29], [-9.20, -2.05, 0.04], [-9.72, -1.11, 0.60], [-8.02, -2.76, 0.65], [-10.55, -1.94, -1.61], [-8.91, -2.47, -2.04], [-10.02, -3.59, -1.20], [-7.16, -2.69, -0.01], [-8.27, -3.81, 0.82], [-7.76, -2.30, 1.60]]}

3.
{"formula": "C6H12N", "method": "wB97M-V/def2-TZVPD", "homo_energy_ev": -12.39, "de_lowest_kcal_mol": 112.7, "total_charge": 1, "fmax_ev_per_a": 4.6, "gap_ha": 0.3432, "e_lumo_ev": -3.05, "symbols": ["C", "C", "C", "C", "C", "C", "N", "H", "H", "H", "H", "H", "H", "H", "H", "H", "H", "H", "H"], "xyz": [[2.04, 0.02, 0.08], [2.95, -0.86, 0.13], [1.30, 1.22, 0.02], [0.15, 0.47, 0.59], [-1.19, -1.39, -0.37], [-2.16, 0.87, 0.05], [-0.92, 0.06, -0.24], [2.97, -1.84, 0.51], [3.96, -0.44, -0.20], [1.67, 2.04, 0.60], [1.15, 1.35, -0.99], [0.07, 0.42, 1.66], [-1.44, -1.86, 0.64], [-2.05, -1.36, -0.93], [-0.46, -2.02, -0.78], [-2.10, 1.28, 1.05], [-2.42, 1.55, -0.77], [-2.98, 0.10, 0.06], [-0.55, 0.39, -1.10]]}

4.
{"formula": "C8H13N5O2", "method": "wB97M-V/def2-TZVPD", "homo_energy_ev": -0.46, "total_charge": -2, "fmax_ev_per_a": 4.1, "gap_ha": 0.2335, "e_lumo_ev": 5.89, "symbols": ["C", "C", "C", "C", "C", "C", "C", "C", "N", "N", "N", "N", "N", "O", "O", "H", "H", "H", "H", "H", "H", "H", "H", "H", "H", "H", "H", "H"], "xyz": [[0.18, -0.98, -1.52], [1.26, -0.61, 2.13], [-0.79, -2.02, 1.52], [-1.42, 1.47, -1.10], [-0.54, 1.55, 1.19], [1.04, 1.74, -0.76], [0.48, -1.28, 0.92], [-0.24, 1.00, -0.17], [0.38, -2.30, -1.63], [0.24, -0.39, -2.75], [0.62, -2.50, -2.93], [0.53, -1.37, -3.56], [0.06, -0.43, -0.19], [2.27, -0.01, 1.73], [0.90, -0.87, 3.33], [-0.41, -2.87, 1.92], [-1.37, -1.35, 2.34], [-1.33, -2.35, 0.64], [-1.54, 0.71, -1.94], [-2.26, 1.42, -0.50], [-1.25, 2.57, -1.44], [0.30, 2.03, 1.77], [-1.01, 0.75, 1.82], [-1.39, 2.43, 1.05], [1.69, 1.83, 0.19], [1.58, 1.26, -1.51], [0.93, 2.77, -1.08], [1.09, -2.19, 0.53]]}

5.
{"formula": "C18H17N5O2Pd", "method": "wB97M-V/def2-TZVPD", "homo_energy_ev": -7.34, "de_lowest_kcal_mol": 0.0, "fmax_ev_per_a": 0.4, "gap_ha": 0.2591, "e_lumo_ev": -0.29, "symbols": ["Pd", "N", "N", "C", "O", "O", "H", "H", "H", "N", "C", "C", "C", "C", "C", "N", "C", "C", "C", "C", "C", "N", "H", "H", "H", "H", "H", "H", "H", "H", "H", "C", "C", "C", "C", "C", "C", "C", "H", "H", "H", "H", "H"], "xyz": [[1.36, 1.01, 0.83], [2.09, 1.24, 3.05], [3.50, 1.21, 3.03], [4.17, 0.64, 1.90], [5.34, 0.34, 2.07], [3.49, 0.60, 0.81], [1.76, 2.16, 3.34], [1.70, 0.54, 3.67], [3.95, 0.99, 3.90], [-0.12, -1.36, -1.66], [0.75, -0.39, -2.13], [0.80, -0.25, -3.53], [1.71, 0.61, -4.09], [2.58, 1.31, -3.26], [2.45, 1.14, -1.90], [1.53, 0.33, -1.33], [-0.50, -1.80, -0.40], [-1.40, -2.89, -0.36], [-1.81, -3.36, 0.86], [-1.33, -2.74, 2.02], [-0.47, -1.68, 1.87], [-0.06, -1.21, 0.69], [-0.58, -1.86, -2.41], [0.12, -0.82, -4.15], [1.75, 0.73, -5.17], [3.33, 1.97, -3.65], [3.11, 1.63, -1.20], [-1.75, -3.35, -1.28], [-2.49, -4.19, 0.92], [-1.63, -3.08, 3.00], [-0.08, -1.16, 2.74], [-0.19, 1.88, 0.99], [-1.50, 1.49, 0.52], [-2.48, 1.21, 1.49], [-3.74, 0.80, 1.10], [-4.07, 0.74, -0.24], [-3.13, 1.08, -1.21], [-1.85, 1.43, -0.83], [-2.23, 1.30, 2.54], [-4.48, 0.56, 1.86], [-5.07, 0.46, -0.55], [-3.40, 1.06, -2.26], [-1.11, 1.69, -1.58]]}

6.
{"formula": "C30H26BCl3N2OS", "method": "wB97M-V/def2-TZVPD", "homo_energy_ev": -8.08, "fmax_ev_per_a": 3.5, "gap_ha": 0.2207, "e_lumo_ev": -2.08, "symbols": ["Cl", "B", "Cl", "Cl", "O", "C", "C", "C", "C", "C", "C", "C", "H", "H", "H", "H", "H", "H", "C", "C", "C", "C", "C", "C", "C", "C", "C", "C", "C", "C", "C", "C", "N", "C", "C", "C", "C", "C", "C", "S", "C", "N", "C", "C", "H", "H", "H", "H", "H", "H", "H", "H", "H", "H", "H", "H", "H", "H", "H", "H", "H", "H", "H", "H"], "xyz": [[2.46, -0.23, 5.01], [1.62, 1.11, 4.04], [1.17, 2.54, 5.16], [2.61, 1.71, 2.56], [0.40, 0.49, 3.49], [-0.56, 1.20, 3.00], [-1.83, 1.12, 3.65], [-2.45, 2.34, 4.01], [-3.65, 2.31, 4.71], [-4.19, 1.08, 5.11], [-3.52, -0.13, 4.83], [-2.33, -0.11, 4.12], [-0.32, 2.00, 2.30], [-1.95, 3.28, 3.76], [-4.17, 3.24, 4.96], [-5.13, 1.05, 5.66], [-3.93, -1.08, 5.17], [-1.76, -1.03, 3.95], [5.20, 0.63, -4.12], [5.15, 1.52, -3.04], [4.18, 1.36, -2.04], [3.25, 0.32, -2.12], [2.20, 0.16, -1.02], [2.56, -0.94, -0.02], [1.75, -1.04, 1.12], [1.98, -1.99, 2.10], [3.03, -2.90, 1.94], [3.81, -2.86, 0.78], [3.59, -1.87, -0.19], [0.77, -0.11, -1.54], [0.34, 0.60, -2.81], [-1.01, 0.09, -3.26], [-1.89, -0.04, -2.10], [-3.26, -0.30, -2.22], [-3.89, -0.38, -0.98], [-5.26, -0.61, -0.92], [-5.97, -0.76, -2.13], [-5.32, -0.68, -3.37], [-3.94, -0.45, -3.43], [-2.75, -0.15, 0.33], [-1.42, 0.04, -0.81], [-0.18, 0.19, -0.46], [3.31, -0.58, -3.20], [4.29, -0.43, -4.19], [5.95, 0.76, -4.90], [5.86, 2.35, -2.98], [4.14, 2.04, -1.19], [2.19, 1.11, -0.46], [0.91, -0.35, 1.20], [1.36, -2.01, 2.99], [3.23, -3.65, 2.71], [4.60, -3.59, 0.62], [4.22, -1.83, -1.08], [0.73, -1.20, -1.78], [0.29, 1.67, -2.61], [1.06, 0.44, -3.61], [-1.46, 0.79, -3.97], [-0.92, -0.89, -3.74], [-5.75, -0.66, 0.05], [-7.05, -0.94, -2.10], [-5.88, -0.81, -4.29], [-3.41, -0.39, -4.38], [2.60, -1.42, -3.26], [4.33, -1.14, -5.02]]}

7.
{"formula": "C32H70F6KNO19S2", "method": "wB97M-V/def2-TZVPD", "homo_energy_ev": -8.92, "de_lowest_kcal_mol": 0.0, "fmax_ev_per_a": 2.0, "gap_ha": 0.2957, "e_lumo_ev": -0.88, "symbols": ["K", "C", "F", "F", "F", "S", "O", "O", "N", "S", "O", "O", "C", "F", "F", "F", "C", "O", "C", "C", "O", "C", "C", "O", "C", "H", "H", "H", "H", "H", "H", "H", "H", "H", "H", "H", "H", "H", "H", "C", "O", "C", "C", "O", "C", "C", "O", "C", "H", "H", "H", "H", "H", "H", "H", "H", "H", "H", "H", "H", "H", "H", "C", "O", "C", "C", "O", "C", "C", "O", "C", "H", "H", "H", "H", "H", "H", "H", "H", "H", "H", "H", "H", "H", "H", "C", "O", "C", "C", "O", "C", "C", "O", "C", "H", "H", "H", "H", "H", "H", "H", "H", "H", "H", "H", "H", "H", "H", "C", "O", "C", "C", "O", "C", "C", "O", "C", "H", "H", "H", "H", "H", "H", "H", "H", "H", "H", "H", "H", "H", "H"], "xyz": [[-0.05, 1.71, -1.34], [1.55, -2.14, -0.22], [2.87, -2.23, -0.25], [1.07, -1.87, -1.43], [1.05, -3.32, 0.16], [1.00, -0.85, 0.97], [-0.42, -0.77, 0.77], [1.49, -1.19, 2.26], [1.71, 0.45, 0.26], [2.84, 1.02, 1.26], [2.33, 1.60, 2.46], [3.98, 0.15, 1.36], [3.49, 2.43, 0.25], [2.45, 3.06, -0.35], [4.16, 3.29, 0.99], [4.29, 1.99, -0.73], [0.38, 8.57, -3.36], [0.90, 7.39, -3.91], [2.06, 6.94, -3.25], [2.48, 5.61, -3.81], [2.97, 5.78, -5.12], [4.00, 4.91, -5.52], [3.49, 3.52, -5.89], [2.90, 2.87, -4.80], [3.72, 2.01, -4.04], [-0.63, 8.66, -3.75], [0.98, 9.46, -3.56], [0.30, 8.49, -2.26], [1.82, 6.82, -2.18], [2.89, 7.64, -3.39], [1.57, 5.00, -3.89], [3.20, 5.14, -3.13], [4.77, 4.88, -4.73], [4.46, 5.34, -6.41], [4.34, 2.94, -6.29], [2.77, 3.63, -6.70], [4.75, 2.38, -4.04], [3.65, 0.99, -4.42], [3.32, 2.03, -3.03], [-2.59, -3.11, -0.67], [-2.91, -4.47, -0.78], [-4.31, -4.73, -0.93], [-4.55, -6.19, -0.67], [-3.79, -6.94, -1.60], [-4.21, -8.27, -1.67], [-3.20, -9.08, -2.45], [-1.98, -9.14, -1.71], [-1.09, -10.10, -2.20], [-1.50, -3.09, -0.79], [-2.65, -2.79, 0.38], [-3.12, -2.46, -1.36], [-4.46, -4.56, -2.01], [-4.94, -4.02, -0.40], [-5.61, -6.38, -0.90], [-4.27, -6.48, 0.35], [-5.17, -8.41, -2.19], [-4.30, -8.68, -0.65], [-2.95, -8.51, -3.35], [-3.57, -10.08, -2.66], [-0.36, -10.33, -1.42], [-0.56, -9.72, -3.08], [-1.55, -11.06, -2.47], [-4.10, -0.55, 2.08], [-4.97, -1.41, 2.76], [-6.23, -0.82, 3.02], [-7.17, -1.90, 3.52], [-8.44, -1.28, 3.62], [-9.32, -1.96, 4.51], [-10.69, -1.38, 4.35], [-11.41, -1.98, 3.28], [-12.14, -3.11, 3.65], [-4.14, 0.49, 2.43], [-4.33, -0.46, 1.01], [-3.09, -0.96, 2.14], [-6.69, -0.29, 2.19], [-6.09, -0.11, 3.86], [-6.85, -2.25, 4.50], [-7.20, -2.70, 2.77], [-8.93, -1.73, 5.51], [-9.41, -3.01, 4.20], [-10.70, -0.31, 4.10], [-11.26, -1.49, 5.29], [-12.55, -3.58, 2.76], [-12.96, -2.84, 4.33], [-11.53, -3.88, 4.14], [-0.80, 8.74, 4.22], [-1.71, 9.21, 3.24], [-2.64, 8.24, 2.85], [-2.35, 7.62, 1.52], [-1.15, 6.87, 1.59], [-0.88, 6.10, 0.45], [0.20, 5.09, 0.77], [-0.28, 3.77, 1.03], [-0.91, 3.68, 2.29], [-1.29, 8.67, 5.19], [0.05, 9.43, 4.26], [-0.39, 7.77, 3.94], [-3.66, 8.67, 2.78], [-2.80, 7.49, 3.63], [-2.28, 8.39, 0.74], [-3.18, 6.97, 1.20], [-0.51, 6.72, -0.38], [-1.77, 5.62, 0.02], [0.75, 5.40, 1.66], [0.93, 5.01, -0.03], [-0.26, 4.02, 3.11], [-1.20, 2.65, 2.49], [-1.81, 4.31, 2.32], [5.62, -2.58, 2.08], [6.37, -3.36, 1.20], [6.17, -3.07, -0.15], [7.05, -3.94, -0.99], [8.39, -3.70, -0.66], [9.30, -4.31, -1.54], [10.67, -3.71, -1.35], [11.06, -3.76, -0.01], [12.36, -3.28, 0.18], [5.75, -1.51, 1.87], [6.03, -2.75, 3.08], [4.55, -2.80, 2.13], [6.28, -2.00, -0.39], [5.10, -3.27, -0.35], [6.85, -3.81, -2.06], [6.79, -4.99, -0.75], [8.98, -4.10, -2.57], [9.37, -5.39, -1.33], [10.74, -2.67, -1.73], [11.35, -4.29, -2.00], [12.52, -2.36, -0.39], [13.12, -4.01, -0.13], [12.45, -3.02, 1.24]]}

8.
{"formula": "C12H30IOP2Y", "method": "wB97M-V/def2-TZVPD", "homo_energy_ev": -14.29, "de_lowest_kcal_mol": 0.0, "total_charge": 2, "fmax_ev_per_a": 5.2, "gap_ha": 0.2274, "e_lumo_ev": -8.10, "symbols": ["C", "I", "H", "H", "H", "Y", "P", "C", "C", "H", "H", "H", "H", "H", "H", "C", "H", "H", "H", "P", "C", "C", "H", "H", "H", "C", "H", "H", "H", "H", "H", "H", "C", "O", "C", "C", "C", "C", "H", "H", "H", "H", "H", "H", "H", "H", "H"], "xyz": [[0.35, -0.11, -5.01], [-0.58, -1.12, -3.13], [1.43, 0.04, -5.02], [-0.24, 0.79, -5.21], [0.01, -0.98, -5.60], [0.43, -0.11, -0.73], [0.34, 2.64, -0.65], [-1.23, 3.51, -1.00], [1.03, 3.58, 0.75], [1.05, 4.67, 0.52], [1.47, 4.32, -2.01], [2.06, 3.25, 0.95], [2.49, 2.85, -1.80], [-1.94, 3.34, -0.18], [0.44, 3.42, 1.66], [1.47, 3.22, -2.01], [-1.05, 4.59, -1.11], [1.15, 2.84, -2.99], [-1.68, 3.12, -1.93], [0.45, -2.96, -0.24], [-1.13, -3.83, -0.52], [1.52, -3.71, -1.56], [2.15, -3.47, 1.40], [1.15, -4.91, 1.04], [0.52, -3.61, 2.10], [1.13, -3.82, 1.20], [2.54, -3.30, -1.46], [1.55, -4.80, -1.40], [-0.98, -4.92, -0.44], [-1.58, -3.60, -1.50], [1.15, -3.48, -2.57], [-1.85, -3.52, 0.26], [-2.08, -0.11, -0.63], [-3.23, -0.18, -0.53], [-1.70, 1.33, 2.63], [-0.31, 0.71, 2.81], [-0.31, 0.14, 4.25], [0.12, -0.21, 1.65], [-2.49, 0.56, 2.64], [-1.78, 1.92, 1.70], [-1.90, 2.01, 3.48], [0.44, 1.52, 2.79], [-1.04, -0.67, 4.39], [0.68, -0.22, 4.58], [-0.59, 0.94, 4.95], [1.13, -0.60, 1.90], [-0.55, -1.10, 1.60]]}